This record from OMol25 describes 9 unconnected molecules or ions with the total composition C36H84F12N5O13 in a non-equilibrium geometry. The level of theory is ωB97M-V/def2-TZVPD.

XYZ file:
```
150
Properties=species:S:1:pos:R:3:lowdin_charge:R:1
C -3.461 -6.455 2.574 -0.05
C -2.307 -6.676 1.695 -0.34
C -1.984 -5.487 0.808 -0.24
O -0.705 -5.616 0.360 -0.18
C -0.226 -4.363 -0.143 -0.07
N -1.115 -6.882 2.563 0.20
H -0.197 -6.636 2.119 0.15
H -1.057 -6.158 3.352 0.15
H -1.129 -7.766 3.073 0.17
H -3.680 -7.264 3.273 0.09
H -4.355 -6.252 1.983 0.10
H -3.350 -5.586 3.232 0.10
H -2.419 -7.529 1.033 0.16
H -2.056 -4.529 1.334 0.14
H -2.768 -5.552 0.045 0.14
H 0.722 -4.620 -0.613 0.09
H -0.113 -3.655 0.676 0.08
H -0.832 -4.007 -0.980 0.10
C -9.419 3.002 -2.405 -0.02
C -8.371 2.255 -3.194 -0.31
C -7.041 2.925 -3.353 -0.19
O -6.412 3.125 -2.113 -0.19
C -5.159 2.428 -1.909 -0.05
N -8.134 0.843 -2.626 0.23
H -9.034 0.391 -2.755 0.16
H -7.298 0.444 -3.098 0.12
H -7.892 0.921 -1.631 0.15
H -10.288 2.344 -2.307 0.09
H -9.788 3.741 -3.120 0.10
H -9.055 3.433 -1.484 0.09
H -8.717 1.938 -4.181 0.16
H -7.180 3.925 -3.764 0.14
H -6.370 2.320 -3.976 0.13
H -4.758 2.628 -0.922 0.07
H -4.522 2.774 -2.726 0.10
H -5.333 1.343 -1.937 0.07
C 5.952 -0.537 -0.710 -0.03
C 5.899 -1.010 0.735 -0.31
C 7.310 -1.198 1.277 -0.21
O 7.285 -1.253 2.667 -0.19
C 8.443 -1.827 3.261 -0.07
N 5.270 -0.002 1.628 0.23
H 4.411 0.439 1.196 0.12
H 4.949 -0.491 2.475 0.18
H 5.899 0.754 1.907 0.16
H 4.925 -0.555 -1.066 0.05
H 6.456 -1.266 -1.345 0.11
H 6.355 0.458 -0.906 0.08
H 5.340 -1.942 0.711 0.16
H 7.857 -0.300 0.927 0.14
H 7.817 -2.079 0.876 0.14
H 8.546 -2.894 3.036 0.10
H 8.376 -1.758 4.348 0.10
H 9.364 -1.279 3.016 0.10
C 5.409 5.371 -2.033 -0.04
C 4.713 4.047 -2.098 -0.29
C 5.142 3.063 -3.151 -0.20
O 4.334 1.944 -3.012 -0.20
C 4.303 1.096 -4.133 -0.07
N 4.761 3.325 -0.709 0.20
H 4.126 3.870 -0.114 0.16
H 4.095 2.491 -0.881 0.13
H 5.627 3.039 -0.265 0.15
H 4.898 6.000 -2.772 0.10
H 6.464 5.346 -2.307 0.09
H 5.323 5.992 -1.139 0.09
H 3.634 4.225 -2.117 0.16
H 6.202 2.798 -2.995 0.15
H 5.046 3.572 -4.118 0.15
H 5.195 0.457 -4.183 0.10
H 4.211 1.622 -5.086 0.10
H 3.462 0.414 -4.038 0.09
C 0.735 0.552 3.081 -0.02
C 1.022 2.038 3.163 -0.29
C 2.432 2.454 3.535 -0.23
O 2.451 3.789 3.897 -0.16
C 3.754 4.327 4.040 -0.07
N 0.603 2.736 1.884 0.23
H 0.924 3.707 1.861 0.16
H 1.015 2.279 1.046 0.12
H -0.446 2.665 1.841 0.13
H 1.481 0.021 2.490 0.07
H -0.274 0.388 2.704 0.09
H 0.706 0.046 4.048 0.09
H 0.325 2.462 3.895 0.17
H 3.076 2.332 2.640 0.11
H 2.702 1.681 4.276 0.14
H 3.582 5.360 3.761 0.10
H 4.433 3.785 3.376 0.07
H 4.082 4.214 5.070 0.10
C -3.014 4.223 1.409 -0.60
O -2.073 4.735 0.429 -0.11
O -2.392 3.756 2.412 -0.14
C -4.029 5.311 1.714 -0.56
F -3.494 6.421 2.227 0.15
F -4.768 5.646 0.608 0.10
F -4.925 4.812 2.585 0.13
C -2.326 4.301 -0.919 -0.28
C -1.114 4.649 -1.755 -0.08
H -0.242 4.053 -1.465 0.05
H -1.318 4.535 -2.820 0.07
H -0.876 5.695 -1.551 0.08
H -3.198 4.922 -1.179 0.12
H -2.568 3.231 -0.983 0.09
H -3.636 3.408 0.963 0.13
C 1.148 -4.600 3.461 -0.55
O 1.771 -5.394 2.386 -0.11
O 0.583 -5.409 4.252 -0.12
C 2.086 -3.561 4.064 -0.57
F 3.156 -3.972 4.750 0.15
F 2.508 -2.688 3.125 0.09
F 1.378 -2.817 4.934 0.13
C 2.892 -4.980 1.640 -0.32
C 3.307 -6.150 0.789 -0.07
H 4.260 -5.926 0.309 0.07
H 3.395 -7.010 1.456 0.08
H 2.569 -6.428 0.036 0.07
H 3.710 -4.703 2.320 0.11
H 2.704 -4.098 1.009 0.09
H 0.404 -3.962 2.908 0.14
C 1.962 0.423 -0.597 -0.48
O 0.735 0.662 0.034 -0.12
O 2.926 1.112 0.033 -0.22
C 2.305 -1.048 -0.812 -0.53
F 2.874 -1.606 0.277 0.13
F 1.279 -1.861 -1.115 0.14
F 3.149 -1.184 -1.847 0.13
C -0.411 0.533 -0.811 -0.22
C -1.644 0.436 0.087 -0.04
H -1.619 1.283 0.770 0.06
H -2.539 0.398 -0.534 0.08
H -1.620 -0.508 0.635 0.08
H -0.438 -0.368 -1.406 0.11
H -0.445 1.416 -1.456 0.12
H 1.943 0.932 -1.582 0.15
C -5.489 -1.173 -4.518 -0.57
O -5.802 -0.949 -3.098 -0.16
O -6.253 -0.400 -5.145 -0.12
C -3.984 -1.035 -4.730 -0.57
F -3.581 -1.566 -5.896 0.13
F -3.608 0.247 -4.740 0.13
F -3.222 -1.663 -3.804 0.10
C -5.432 -1.865 -2.105 -0.30
C -6.187 -1.469 -0.828 -0.09
H -7.228 -1.808 -0.885 0.07
H -5.826 -2.004 0.063 0.07
H -6.035 -0.419 -0.573 0.06
H -4.378 -1.921 -1.812 0.10
H -5.747 -2.879 -2.385 0.12
H -5.778 -2.236 -4.705 0.15
```

Calculated values
HOMO = -8.3 eV
Electronic energy = -105358.5611 eV
HOMO-LUMO gap = 4.90 eV
Total charge = +1



This record from OMol25 describes 12 unconnected molecules or ions with the total composition C36H84N12O12 in a non-equilibrium geometry. The level of theory is ωB97M-V/def2-TZVPD.

XYZ file:
```
144
Properties=species:S:1:pos:R:3:lowdin_charge:R:1
C 2.411 4.212 0.330 0.00
C 2.076 5.019 -0.823 -0.56
O 2.200 4.540 -1.970 0.03
N 1.737 6.297 -0.619 0.01
C 1.316 7.272 -1.562 -0.09
H 3.219 3.490 0.213 0.09
H 1.572 3.666 0.761 0.07
H 2.756 4.901 1.102 0.08
H 2.162 6.732 0.187 0.14
H 1.070 6.678 -2.442 0.07
H 2.016 8.042 -1.886 0.09
H 0.389 7.814 -1.376 0.07
C -0.531 -2.731 2.456 0.00
C -1.752 -2.251 3.147 -0.51
O -2.820 -2.136 2.544 0.02
N -1.577 -1.998 4.474 0.02
C -2.660 -1.896 5.394 -0.08
H -0.742 -3.114 1.458 0.08
H 0.080 -3.431 3.027 0.09
H 0.055 -1.856 2.176 0.06
H -0.710 -1.958 4.990 0.12
H -2.628 -2.496 6.303 0.09
H -3.648 -2.037 4.956 0.09
H -2.615 -0.840 5.662 0.08
C -0.346 1.676 6.455 0.00
C 0.468 0.566 5.946 -0.63
O 0.680 -0.444 6.559 0.05
N 1.020 0.789 4.750 0.05
C 1.804 -0.335 4.114 -0.05
H -0.509 1.625 7.531 0.09
H -1.288 1.783 5.916 0.07
H 0.101 2.645 6.233 0.09
H 0.943 1.683 4.286 0.11
H 1.478 -1.349 4.343 0.06
H 2.878 -0.296 4.301 0.07
H 1.675 -0.212 3.038 0.05
C 1.241 -1.749 -1.536 0.02
C 0.265 -0.552 -1.338 -0.56
O -0.664 -0.338 -2.081 0.06
N 0.466 0.074 -0.205 0.01
C -0.375 0.987 0.388 -0.08
H 2.227 -1.758 -1.071 0.05
H 1.432 -1.688 -2.608 0.08
H 0.645 -2.648 -1.380 0.07
H 1.265 -0.279 0.302 0.12
H -0.091 2.038 0.441 0.07
H -0.200 0.670 1.416 0.08
H -1.440 0.854 0.199 0.10
C 4.905 0.025 0.566 0.01
C 5.830 0.667 -0.549 -0.57
O 5.386 1.546 -1.229 0.05
N 7.108 0.283 -0.633 0.00
C 8.005 0.784 -1.686 -0.05
H 5.055 0.401 1.578 0.07
H 4.965 -1.057 0.445 0.05
H 3.913 0.423 0.357 0.06
H 7.425 -0.519 -0.107 0.13
H 7.553 1.502 -2.371 0.09
H 8.504 -0.067 -2.148 0.08
H 8.740 1.316 -1.083 0.08
C 4.277 -3.353 3.449 0.01
C 3.343 -3.353 2.239 -0.52
O 2.588 -2.378 2.011 -0.02
N 3.291 -4.440 1.491 0.03
C 2.407 -4.586 0.326 -0.05
H 5.312 -3.509 3.145 0.08
H 4.023 -4.057 4.241 0.08
H 4.293 -2.405 3.985 0.07
H 3.876 -5.258 1.584 0.14
H 2.561 -3.853 -0.466 0.05
H 1.360 -4.416 0.577 0.07
H 2.381 -5.577 -0.128 0.09
C -2.933 7.442 -2.388 0.02
C -2.797 5.911 -2.021 -0.52
O -3.688 5.310 -1.504 0.05
N -1.576 5.334 -2.346 0.01
C -1.438 3.971 -2.035 -0.10
H -3.912 7.747 -2.018 0.08
H -2.828 7.580 -3.465 0.08
H -2.130 8.005 -1.912 0.06
H -0.972 5.804 -3.005 0.13
H -1.978 3.290 -2.693 0.10
H -1.801 3.714 -1.040 0.06
H -0.377 3.734 -2.121 0.08
C -7.051 4.770 -2.203 -0.01
C -6.745 3.234 -1.983 -0.57
O -7.639 2.538 -2.307 0.08
N -5.540 2.984 -1.423 0.01
C -5.163 1.718 -0.929 -0.09
H -6.576 5.490 -1.537 0.05
H -8.099 4.912 -1.937 0.07
H -6.811 4.937 -3.253 0.08
H -5.139 3.810 -1.003 0.09
H -4.167 1.796 -0.492 0.06
H -5.230 0.884 -1.628 0.10
H -5.680 1.418 -0.018 0.08
C 4.853 -2.506 -2.857 -0.01
C 4.789 -3.987 -3.066 -0.49
O 3.735 -4.612 -2.800 -0.01
N 5.955 -4.677 -3.369 -0.02
C 5.981 -6.106 -3.645 -0.06
H 4.696 -2.163 -1.834 0.07
H 4.124 -2.060 -3.534 0.09
H 5.754 -1.924 -3.045 0.07
H 6.866 -4.242 -3.392 0.13
H 6.430 -6.124 -4.638 0.08
H 4.952 -6.461 -3.595 0.08
H 6.655 -6.520 -2.894 0.08
C -0.642 -4.663 -3.176 -0.01
C -1.642 -5.108 -4.167 -0.65
O -2.078 -4.262 -4.866 0.10
N -1.926 -6.374 -4.213 0.01
C -2.967 -6.955 -5.038 -0.06
H -0.946 -4.533 -2.137 0.07
H -0.255 -3.692 -3.484 0.08
H 0.144 -5.414 -3.093 0.08
H -1.484 -7.078 -3.641 0.14
H -2.913 -8.037 -4.923 0.08
H -2.736 -6.741 -6.081 0.08
H -3.958 -6.547 -4.838 0.09
C -2.924 -2.150 -1.117 0.01
C -4.351 -2.542 -0.890 -0.58
O -5.216 -2.625 -1.767 0.02
N -4.579 -2.921 0.358 0.01
C -5.804 -3.671 0.654 -0.07
H -2.947 -1.114 -1.455 0.07
H -2.441 -2.693 -1.929 0.08
H -2.361 -2.090 -0.186 0.06
H -3.985 -2.599 1.109 0.07
H -6.643 -2.978 0.585 0.08
H -5.984 -4.093 1.643 0.07
H -5.889 -4.439 -0.115 0.08
C -2.623 2.197 3.081 -0.01
C -1.670 3.284 2.633 -0.50
O -0.477 3.236 3.028 -0.01
N -2.198 4.188 1.742 0.01
C -1.458 5.317 1.375 -0.08
H -2.139 1.222 3.145 0.07
H -3.252 1.764 2.303 0.07
H -3.202 2.528 3.943 0.09
H -3.178 4.069 1.528 0.14
H -1.918 5.504 0.405 0.07
H -0.379 5.165 1.329 0.08
H -1.652 6.118 2.088 0.10
```

Calculated values
HOMO = -8.4 eV
Electronic energy = -81147.0751 eV
HOMO-LUMO gap = 8.36 eV
Structure (SMILES) = CNC(C)=O.CNC(C)=O.CNC(C)=O.CNC(C)=O.CNC(C)=O.CNC(C)=O.CNC(C)=O.CNC(C)=O.CNC(C)=O.CNC(C)=O.CNC(C)=O.CNC(C)=O
Total charge = 0



This record from OMol25 describes 9 unconnected molecules or ions with the total composition C36H85BO14. The level of theory is ωB97M-V/def2-TZVPD.

XYZ file:
```
136
Properties=species:S:1:pos:R:3:lowdin_charge:R:1
C 2.751 0.487 -0.975 0.01
B 1.456 1.307 -1.294 -0.48
O 1.421 2.251 -2.302 0.14
C 0.154 0.967 -0.465 -0.08
C -0.052 1.576 0.946 -0.21
C 0.331 3.009 1.251 -0.09
O 1.765 3.099 1.230 -0.02
C 2.228 4.393 1.150 -0.50
C 2.289 4.973 -0.235 0.03
O 2.579 4.983 2.134 0.15
O -1.448 1.414 1.208 0.05
C -2.043 0.762 0.152 -0.41
O -2.966 0.019 0.308 0.15
C -1.243 1.110 -1.108 -0.33
C -1.499 0.027 -2.165 0.00
C -1.558 2.523 -1.657 -0.06
C -2.985 3.069 -1.498 -0.39
C -3.330 3.606 -0.108 -0.01
O -3.997 2.131 -1.865 -0.02
H 2.564 -0.583 -1.096 0.07
H 3.619 0.754 -1.579 0.05
H 2.964 0.628 0.093 0.08
H 2.279 2.686 -2.360 0.09
H 0.234 -0.109 -0.250 0.13
H 0.522 0.946 1.636 0.17
H -0.026 3.235 2.261 0.13
H -0.121 3.739 0.575 0.12
H 1.274 5.119 -0.611 0.09
H 2.792 4.277 -0.903 0.08
H 2.794 5.934 -0.200 0.09
H -0.939 -0.884 -1.938 0.09
H -2.557 -0.238 -2.207 0.09
H -1.188 0.362 -3.158 0.09
H -0.885 3.250 -1.201 0.11
H -1.308 2.533 -2.721 0.11
H -3.050 3.919 -2.187 0.11
H -4.042 4.427 -0.175 0.08
H -2.437 3.917 0.435 0.07
H -3.801 2.818 0.484 0.07
H -3.698 1.622 -2.624 0.08
C -3.198 1.764 4.679 -0.05
C -1.735 1.377 4.565 -0.49
C -1.262 0.590 5.778 -0.06
O -0.924 2.543 4.385 -0.06
H -3.354 2.401 5.555 0.08
H -3.508 2.325 3.798 0.07
H -3.835 0.883 4.775 0.08
H -1.587 0.784 3.663 0.12
H -1.362 1.192 6.686 0.08
H -0.210 0.322 5.674 0.08
H -1.845 -0.324 5.907 0.08
H -1.027 3.098 5.165 0.09
C 6.443 -2.525 -0.638 -0.06
C 5.936 -2.360 -2.062 -0.50
C 7.017 -2.674 -3.082 -0.06
O 5.437 -1.039 -2.261 -0.06
H 7.273 -1.839 -0.450 0.08
H 5.652 -2.296 0.077 0.08
H 6.794 -3.543 -0.457 0.08
H 5.078 -3.018 -2.218 0.13
H 7.856 -1.985 -2.963 0.06
H 6.632 -2.547 -4.095 0.08
H 7.386 -3.696 -2.973 0.08
H 6.171 -0.427 -2.139 0.09
C -0.776 -3.403 0.644 -0.05
C 0.712 -3.698 0.541 -0.49
C 1.203 -4.530 1.715 -0.06
O 1.454 -2.479 0.452 -0.06
H -0.990 -2.829 1.550 0.08
H -1.112 -2.809 -0.207 0.07
H -1.361 -4.323 0.675 0.08
H 0.913 -4.232 -0.389 0.12
H 1.047 -3.990 2.653 0.08
H 2.271 -4.731 1.622 0.07
H 0.673 -5.481 1.771 0.08
H 1.299 -1.980 1.262 0.08
C 7.884 0.653 -6.347 -0.06
C 8.987 0.814 -5.313 -0.50
C 10.340 1.051 -5.964 -0.06
O 9.036 -0.328 -4.458 -0.07
H 8.087 -0.212 -6.985 0.08
H 6.923 0.488 -5.859 0.08
H 7.805 1.535 -6.984 0.08
H 8.749 1.653 -4.656 0.14
H 10.613 0.198 -6.591 0.08
H 11.115 1.168 -5.206 0.08
H 10.328 1.945 -6.590 0.08
H 9.244 -1.095 -5.003 0.09
C -2.833 6.230 -5.922 -0.06
C -1.805 6.304 -4.804 -0.50
C -0.388 6.398 -5.348 -0.06
O -1.931 5.177 -3.936 -0.06
H -2.665 5.338 -6.533 0.08
H -3.841 6.166 -5.512 0.08
H -2.776 7.104 -6.572 0.08
H -2.013 7.172 -4.177 0.14
H -0.151 5.511 -5.942 0.08
H 0.332 6.454 -4.532 0.08
H -0.265 7.277 -5.982 0.08
H -1.754 4.386 -4.457 0.09
C -6.967 -0.620 3.375 -0.07
C -7.112 0.288 2.164 -0.49
C -5.784 0.932 1.805 -0.06
O -8.110 1.283 2.409 -0.06
H -6.643 -0.050 4.249 0.07
H -7.924 -1.081 3.626 0.07
H -6.236 -1.410 3.194 0.08
H -7.481 -0.287 1.313 0.14
H -5.430 1.545 2.639 0.06
H -5.893 1.583 0.936 0.08
H -5.025 0.185 1.579 0.07
H -7.810 1.811 3.156 0.08
C 2.950 -8.003 0.258 -0.06
C 2.461 -7.805 -1.169 -0.50
C 3.552 -8.110 -2.183 -0.06
O 1.972 -6.476 -1.347 -0.06
H 3.782 -7.325 0.470 0.08
H 2.154 -7.783 0.969 0.07
H 3.292 -9.026 0.422 0.08
H 1.603 -8.453 -1.352 0.14
H 4.402 -7.436 -2.040 0.08
H 3.182 -7.966 -3.198 0.08
H 3.910 -9.136 -2.085 0.08
H 2.705 -5.870 -1.193 0.08
C -8.918 -1.942 6.975 -0.06
C -7.440 -2.298 6.946 -0.50
C -6.999 -2.971 8.237 -0.06
O -6.653 -1.136 6.694 -0.06
H -9.122 -1.238 7.788 0.08
H -9.214 -1.464 6.041 0.07
H -9.537 -2.827 7.127 0.08
H -7.244 -2.964 6.104 0.14
H -7.148 -2.298 9.085 0.08
H -5.939 -3.222 8.194 0.08
H -7.567 -3.884 8.422 0.08
H -6.796 -0.517 7.417 0.09
```

Calculated values
HOMO = -9.5 eV
Electronic energy = -68053.3858 eV
HOMO-LUMO gap = 9.86 eV
Structure (SMILES) = CB(O)[C@H]1[C@@H](COC(C)=O)OC(=O)[C@@]1(C)C[C@H](C)O.CC(C)O.CC(C)O.CC(C)O.CC(C)O.CC(C)O.CC(C)O.CC(C)O.CC(C)O
Total charge = 0



For reference, ΔE to the lowest compared entry with this formula, charge and spin by record: 110.4; 136.0; 0.0 kcal per mole.